Record 1
The following is a DFT calculation (the ωB97M-V functional and the def2-TZVPD basis) of a 2-piece molecular cluster, C2H3Cl3 overall in a non-equilibrium geometry.

Output
E_LUMO (alpha / beta) ... 0.06 / 0.06 eV
Relative energy (zero: lowest compared OMol25 entry of this formula, charge and spin) ... 3.177 eV
Electronic energy ... -39686.9358 eV

Each line ends with the Mulliken charge.
Positions of all 8 atoms, in Å:
H  1.2783  -0.6526  1.9936  0.361
Cl  1.5200  -2.6395  0.2015  -0.103
C  1.5666  0.2293  1.4509  -0.492
Cl  0.5315  1.5289  1.3778  -0.110
Cl  2.3433  -0.4286  -1.6400  -0.149
H  0.1341  -0.8023  -0.4485  0.361
H  2.5791  0.5540  1.2479  0.317
C  1.1773  -1.1303  -0.3950  -0.186

Force components x, y, z for each atom (eV/Å):
0.2 0.3 0.7
0.2 -1.4 0.0
0.3 -2.5 -3.3
-1.2 1.1 0.2
-1.5 -1.0 1.0
0.5 -0.4 -0.7
0.1 -0.6 0.4
1.4 4.5 1.6

Record 2
The following is a DFT calculation (the ωB97M-V functional and the def2-TZVPD basis) of one molecule with the formula C2H3Cl3S in a non-equilibrium geometry.

Output
E_LUMO ... 0.49 eV
Relative energy (zero: lowest compared OMol25 entry of this formula, charge and spin) ... 0.855 eV
Electronic energy ... -50524.3274 eV
Structure (SMILES) ... SCC(Cl)(Cl)Cl

Each line ends with the Mulliken charge.
Positions of all 9 atoms, in Å:
H  2.0549  1.0804  -0.2617  0.141
Cl  -0.3853  1.4118  -1.3293  -0.099
C  0.1905  -0.2023  0.6595  -1.025
C  -0.7279  0.0618  -0.4322  0.689
Cl  -2.3435  0.0438  0.2795  -0.149
S  1.8460  -0.3037  -0.1218  -0.136
H  0.0485  -1.1476  1.2821  0.373
Cl  -0.7991  -1.5198  -1.3978  -0.162
H  0.1159  0.5757  1.3218  0.369

Force components x, y, z for each atom (eV/Å):
-0.2 -1.5 0.3
-0.1 1.9 -1.4
2.5 -2.3 0.2
-2.5 -3.9 0.1
-1.0 0.9 0.4
0.8 1.2 0.7
-0.2 1.1 -1.4
0.3 0.6 -0.5
0.2 2.1 1.7

Record 3
The following is a DFT calculation (the ωB97M-V functional and the def2-TZVPD basis) of one molecule with the formula C2H3ClF2 in a non-equilibrium geometry.

Output
E_LUMO ... 0.89 eV
Relative energy (zero: lowest compared OMol25 entry of this formula, charge and spin) ... 0.226 eV
Electronic energy ... -20080.1630 eV
Structure (SMILES) ... CC(F)(F)Cl

Each line ends with the Mulliken charge.
Positions of all 8 atoms, in Å:
C  0.3732  0.7319  -0.1860  -1.025
H  1.3965  0.7935  0.1759  0.293
H  -0.3079  1.3094  0.4289  0.343
F  0.1208  -0.9359  1.3592  -0.225
H  0.3248  0.9841  -1.2743  0.295
Cl  -1.9833  -0.5305  0.0776  -0.171
C  -0.1873  -0.6412  0.0762  0.714
F  0.2631  -1.7113  -0.6575  -0.224

Force components x, y, z for each atom (eV/Å):
-0.1 -0.5 -1.3
0.0 0.0 0.0
0.4 0.7 -0.2
0.2 -0.4 0.3
-0.1 0.0 1.0
0.1 -0.5 -0.6
0.0 -0.6 0.7
-0.6 1.4 0.2

Record 4
The following is a DFT calculation (the ωB97M-V functional and the def2-TZVPD basis) of one molecule with the formula C2H3ClF2 in a non-equilibrium geometry.

Output
E_LUMO ... 0.86 eV
Relative energy (zero: lowest compared OMol25 entry of this formula, charge and spin) ... 0.379 eV
Electronic energy ... -20080.0095 eV
Structure (SMILES) ... CC(F)(F)Cl

Each line ends with the Mulliken charge.
Positions of all 8 atoms, in Å:
H  0.7612  0.8861  1.1054  0.291
H  -0.0965  1.5208  -0.2985  0.323
Cl  -2.1432  -0.3996  -0.0764  -0.143
C  -0.3682  -0.5789  -0.0254  0.722
F  -0.0507  -1.4288  1.0008  -0.236
H  1.2615  0.5642  -0.6996  0.289
C  0.4806  0.7101  0.0963  -1.002
F  0.1553  -1.2739  -1.1027  -0.243

Force components x, y, z for each atom (eV/Å):
0.6 0.1 0.6
-0.4 0.7 0.1
0.9 -0.1 -0.3
2.1 -0.8 0.3
-0.6 0.5 0.1
-0.1 0.2 1.5
-0.9 -1.1 -2.4
-1.4 0.5 0.0

Record 5
The following is a DFT calculation (the ωB97M-V functional and the def2-TZVPD basis) of a 2-piece molecular cluster, C2H3ClF2O overall in a non-equilibrium geometry.

Output
E_LUMO (alpha / beta) ... -1.84 / -1.01 eV
Relative energy (zero: lowest compared OMol25 entry of this formula, charge and spin) ... 4.084 eV
Electronic energy ... -22123.2707 eV

Each line ends with the Mulliken charge.
Positions of all 9 atoms, in Å:
H  -0.6481  0.9918  -1.0188  0.259
H  -0.9967  -0.2140  -2.1330  0.371
Cl  -2.4246  -0.0483  -0.4052  -0.322
C  1.1227  -0.0737  1.2953  0.348
F  0.3575  0.8982  1.5059  -0.110
C  -0.6687  -0.0096  -1.1821  -0.226
F  2.3187  0.3139  0.9724  -0.132
O  0.1866  -0.9154  -0.7995  -0.557
H  0.7524  -0.9429  1.7649  0.369

Force components x, y, z for each atom (eV/Å):
1.6 3.1 0.6
-0.4 -0.4 -2.7
-0.5 -0.5 0.7
-0.2 0.2 -2.8
-1.0 1.7 0.1
-0.9 -2.6 1.0
-0.6 -1.1 0.5
1.3 1.1 2.4
0.9 -1.5 0.3

Record 6
The following is a DFT calculation (the ωB97M-V functional and the def2-TZVPD basis) of C2H3ClN as an isolated structure in a non-equilibrium geometry.

Output
E_LUMO (alpha / beta) ... -5.61 / -5.89 eV
Relative energy (zero: lowest compared OMol25 entry of this formula, charge and spin) ... 3.467 eV
Total charge ... +1
2S+1 ... 3
Electronic energy ... -16117.7222 eV
<S²> ... 2.05

Each line ends with the Mulliken charge.
Positions of all 7 atoms, in Å:
H  0.2819  -0.6886  1.5833  0.347
H  1.6245  0.1154  0.9602  0.410
C  -1.1038  -0.5309  -1.7268  0.253
H  0.3111  0.9986  1.5320  0.432
N  0.5893  0.1270  1.0323  -0.195
Cl  -1.7710  -0.3456  -3.1025  0.170
C  0.0681  0.3241  -0.2784  -0.417

Force components x, y, z for each atom (eV/Å):
0.0 -0.1 0.1
-0.3 -0.1 0.1
1.1 -2.9 4.5
0.3 -0.6 0.1
-0.1 -0.6 1.6
-0.3 1.8 -2.0
-0.7 2.5 -4.4

Record 7
The following is a DFT calculation (the ωB97M-V functional and the def2-TZVPD basis) of a 2-piece molecular cluster, C2H3ClN2 overall in a non-equilibrium geometry.

Output
E_LUMO ... -0.32 eV
Relative energy (zero: lowest compared OMol25 entry of this formula, charge and spin) ... 3.067 eV
Electronic energy ... -17622.3416 eV

Each line ends with the Mulliken charge.
Positions of all 8 atoms, in Å:
H  -1.2692  -0.9011  0.5972  0.339
N  -2.2823  0.0007  -2.6636  -0.363
C  -1.5727  -0.0152  -1.7891  -0.005
C  -0.5158  -0.7680  -0.0690  -0.001
Cl  -0.1162  -2.4114  -0.6680  -0.120
N  0.5621  0.0466  0.0826  -0.384
H  1.3914  0.0871  -0.5418  0.259
H  0.1832  0.9319  0.3871  0.274

Force components x, y, z for each atom (eV/Å):
-2.1 0.7 1.9
-2.3 0.3 -3.1
2.9 -1.4 5.2
3.1 -0.7 -5.7
-0.1 1.1 0.4
-0.8 0.1 0.8
-1.5 -0.4 0.5
0.8 0.4 0.0

Record 8
The following is a DFT calculation (the ωB97M-V functional and the def2-TZVPD basis) of a 2-piece molecular cluster, C2H3ClN2 overall in a non-equilibrium geometry.

Output
E_LUMO (alpha / beta) ... -12.72 / -13.83 eV
Relative energy (zero: lowest compared OMol25 entry of this formula, charge and spin) ... 4.060 eV
Total charge ... +2
Electronic energy ... -17598.3294 eV

Each line ends with the Mulliken charge.
Positions of all 8 atoms, in Å:
H  1.3878  1.6057  0.4620  0.455
H  0.0452  -1.6028  -2.0710  0.338
C  0.9951  1.6100  1.5112  0.521
N  -0.1126  -0.4064  0.7822  -0.281
N  -0.7246  -1.2676  -1.4582  -0.237
C  -0.4523  -0.8393  -0.2581  0.535
H  -1.6485  -1.0782  -1.8278  0.321
Cl  0.5097  1.9787  2.8596  0.349

Force components x, y, z for each atom (eV/Å):
0.3 0.3 1.2
-0.7 0.0 0.4
-0.4 -1.1 -3.1
0.2 0.1 1.1
0.9 0.5 1.2
0.3 0.1 -1.9
-0.3 -0.2 -0.3
-0.2 0.3 1.5